1.
Formula: C3H10N3OS
Source: the Open Molecules 2025 dataset
Level of theory: ωB97M-V with the def2-TZVPD basis set

XYZ file:
```
18
Properties=species:S:1:pos:R:3:lowdin_charge:R:1
C -1.239 -0.626 0.115 -0.455
C 2.711 0.199 0.012 -0.463
C -0.260 1.590 -0.591 -0.196
N -1.588 -1.889 -0.275 0.173
N -1.275 -0.250 1.390 0.241
N -0.730 0.252 -0.799 0.074
O -0.400 2.066 0.624 -0.015
S 1.839 -1.295 0.091 0.702
H 2.651 0.743 1.044 0.032
H 3.152 0.818 -0.845 0.040
H -0.452 2.290 -1.382 0.124
H -1.676 -2.616 0.434 0.129
H -1.410 -2.241 -1.256 0.155
H -1.639 -0.818 2.095 0.125
H -1.141 0.725 1.385 0.069
H -0.486 -0.086 -1.785 0.195
H 0.089 2.951 0.857 0.215
H 1.855 -1.813 -1.112 -0.148
```

* orbital gap (spin up / spin down): 8.2888 / 7.1445 eV
* LUMO (spin up / spin down): -3.07 / -3.54 eV
* relative energy (zero: lowest compared OMol25 entry of this formula, charge and spin): 390.7 kJ/mol
* charge: +1
* electronic energy: -757.6374 hartree



2.
Formula: C3H10N3P
Source: the Open Molecules 2025 dataset
Level of theory: ωB97M-V with the def2-TZVPD basis set

XYZ file:
```
17
Properties=species:S:1:pos:R:3:lowdin_charge:R:1
C -0.718 -1.233 -1.320 -0.245
C -0.249 1.904 1.690 -0.059
C 1.052 2.020 1.235 0.025
N -1.900 -1.664 -1.073 0.208
N 0.280 -1.328 -0.487 -0.215
N -1.343 1.862 2.064 0.363
P 2.015 -0.985 -0.874 0.926
H -0.502 -1.174 -2.388 0.168
H 1.293 1.054 0.944 0.014
H 1.762 2.230 2.158 0.204
H 0.998 2.765 0.401 0.160
H -2.649 -1.675 -1.766 0.162
H -2.160 -2.131 -0.215 0.151
H 0.198 -1.647 0.461 0.102
H -2.114 2.265 2.679 0.218
H 1.648 -0.179 -1.926 -0.088
H 2.389 -2.085 -1.583 -0.095
```

* orbital gap: 9.6875 eV
* LUMO: -7.91 eV
* relative energy (zero: lowest compared OMol25 entry of this formula, charge and spin): 59.1 kJ/mol
* charge: +2
* electronic energy: -625.2377 hartree



3.
Formula: C3H10N3S
Source: the Open Molecules 2025 dataset
Level of theory: ωB97M-V with the def2-TZVPD basis set

XYZ file:
```
17
Properties=species:S:1:pos:R:3:lowdin_charge:R:1
C 1.988 1.139 0.318 -0.164
C 2.370 -0.767 -0.829 -0.180
C -4.551 -0.067 -0.020 0.088
N 2.043 0.590 -1.012 -0.007
N 1.684 -0.003 1.216 0.005
N 1.554 -1.151 0.417 -0.467
S -0.145 -1.594 -0.016 0.846
H 2.976 1.515 0.608 0.134
H 1.258 1.947 0.396 0.140
H 2.112 -1.406 -1.671 0.135
H 3.424 -0.878 -0.553 0.151
H -4.104 0.067 0.945 -0.030
H -5.439 0.474 -0.281 -0.018
H -4.126 -0.764 -0.716 -0.031
H 1.203 0.734 -1.559 0.124
H 0.878 0.142 1.816 0.127
H 1.957 -1.963 0.902 0.147
```

* orbital gap (spin up / spin down): 10.5564 / 3.5031 eV
* LUMO (spin up / spin down): -4.34 / -7.84 eV
* relative energy (zero: lowest compared OMol25 entry of this formula, charge and spin): 603.6 kJ/mol
* charge: +1
* electronic energy: -682.3106 hartree



4.
Formula: C3H10N4
Source: the Open Molecules 2025 dataset
Level of theory: ωB97M-V with the def2-TZVPD basis set

XYZ file:
```
17
Properties=species:S:1:pos:R:3:lowdin_charge:R:1
H -0.422 -1.211 -1.594 0.067
N 0.537 -0.976 -1.332 0.057
C 0.623 0.272 -1.010 -0.216
C -0.553 1.151 -0.845 -0.520
N -0.281 2.479 -0.638 0.128
N -1.710 0.616 -0.914 0.113
H -2.481 1.260 -0.767 0.046
H 1.607 0.734 -1.012 0.108
H 0.661 2.783 -0.462 0.089
H -1.018 3.090 -0.328 0.099
C 0.548 -2.026 1.268 -0.205
N 0.338 -0.706 1.754 -0.073
H 1.538 -2.385 1.546 0.064
H -0.226 -2.714 1.599 0.067
H 0.531 -1.919 0.010 0.075
H -0.607 -0.409 1.526 0.054
H 0.916 -0.040 1.200 0.048
```

* orbital gap: 8.8788 eV
* LUMO: 0.31 eV
* relative energy (zero: lowest compared OMol25 entry of this formula, charge and spin): 158.7 kJ/mol
* electronic energy: -339.2675 hartree



5.
Formula: C3H10N4
Source: the Open Molecules 2025 dataset
Level of theory: ωB97M-V with the def2-TZVPD basis set

XYZ file:
```
17
Properties=species:S:1:pos:R:3:lowdin_charge:R:1
H -1.099 0.610 -2.257 0.047
N -0.705 0.981 -1.393 0.129
C 0.217 0.213 -0.959 -0.624
N 0.748 -0.857 -1.620 0.125
N 0.877 0.448 0.264 -0.108
C 0.745 1.781 0.857 -0.095
H 0.180 -1.161 -2.402 0.099
H 0.910 -1.649 -1.009 0.090
H 1.856 0.179 0.195 0.134
H -0.305 1.962 1.096 0.079
H 1.105 2.553 0.174 0.080
H 1.335 1.819 1.775 0.081
C -0.917 -1.596 1.273 -0.187
N -2.059 -1.515 0.692 -0.009
H -0.038 -0.650 1.241 0.104
H -0.657 -2.569 1.729 0.038
H -2.193 -0.551 0.343 0.016
```

* orbital gap: 9.4616 eV
* LUMO: 0.83 eV
* relative energy (zero: lowest compared OMol25 entry of this formula, charge and spin): 139.2 kJ/mol
* electronic energy: -339.2749 hartree



6.
Formula: C3H10N4
Source: the Open Molecules 2025 dataset
Level of theory: ωB97M-V with the def2-TZVPD basis set

XYZ file:
```
17
Properties=species:S:1:pos:R:3:lowdin_charge:R:1
C 0.425 0.023 2.151 -0.042
N 0.025 -0.685 1.158 -0.006
C 0.745 -0.452 -0.103 -0.414
N 0.971 -1.765 -0.686 0.041
C -0.153 0.448 -1.062 -0.439
N -0.511 1.737 -0.511 0.028
N -1.455 -0.150 -1.281 0.025
H 1.229 0.776 2.090 0.079
H -0.061 -0.096 3.133 0.073
H 1.715 0.036 0.054 0.124
H 0.988 -2.417 0.095 0.067
H 0.111 -1.996 -1.192 0.063
H 0.354 0.583 -2.023 0.137
H -0.891 1.576 0.418 0.061
H 0.342 2.277 -0.380 0.071
H -1.754 -0.528 -0.381 0.061
H -2.079 0.629 -1.480 0.072
```

* orbital gap: 10.1326 eV
* LUMO: 0.91 eV
* relative energy (zero: lowest compared OMol25 entry of this formula, charge and spin): 85.0 kJ/mol
* electronic energy: -339.2956 hartree



- Number 4 is which compound?
  C3H10N4



- Which of these has the highest electronic energy?
  number 4



- Look up the relative energy (zero: lowest compared OMol25 entry of this formula, charge and spin) of the third one.
  603.6 kJ/mol



- electronic energy of number 6 (C3H10N4)?
  -339.2956 hartree